## A
C6H14O | the ωB97M-V functional and the def2-TZVPD basis

```
21
C6H14O the ωB97M-V functional and the def2-TZVPD basis
C -1.39319 -1.11096 -0.87172
C -1.19434 -0.41556 0.47829
C -2.22985 0.70321 0.62268
C 0.23120 0.14665 0.74159
C 1.27036 0.06888 -0.37014
C 2.53085 0.83540 0.02321
O 1.58143 -1.30318 -0.58367
H -2.42583 -1.47233 -0.94901
H -0.70929 -1.95192 -1.00331
H -1.23041 -0.40866 -1.69945
H -1.39697 -1.16074 1.25857
H -3.25073 0.30917 0.56972
H -2.11058 1.43341 -0.18913
H -2.11997 1.24054 1.57176
H 0.67466 -0.35051 1.61378
H 0.13817 1.20831 1.00663
H 0.85027 0.50598 -1.29211
H 2.96406 0.39341 0.92786
H 2.31363 1.89036 0.22085
H 3.28645 0.78938 -0.77016
H 2.22007 -1.35084 -1.30624
```

Computed properties:
- Net charge: 0
- SMILES: CC(C)C[C@@H](C)O
- HOMO level: -10.2 eV
- Lowest unoccupied orbital energy: 1.0 eV
- Kohn-Sham gap: 0.4097 Ha

## B
C6H14O | the ωB97M-V functional and the def2-TZVPD basis

```
21
C6H14O the ωB97M-V functional and the def2-TZVPD basis
C 0.73102 -1.69062 0.69462
C 0.89611 -0.36431 0.63702
C 2.26757 0.23578 0.73302
C -0.30082 0.53337 0.54630
C -0.28302 1.41343 -0.71925
C -1.55584 2.29462 -0.74857
H 1.63646 -2.27925 0.57862
H -0.23071 -2.17165 0.77953
H 3.01543 -0.55522 0.66657
H 2.41281 1.04983 0.01903
H 2.54194 0.75919 1.64948
H -0.35816 1.22731 1.40170
H -1.27228 0.04417 0.57815
H -0.28219 0.71151 -1.55702
H 0.55632 2.09421 -0.82351
H -1.27786 3.34717 -0.82146
H -2.17682 2.21694 0.14245
H -2.24391 2.08095 -1.56714
O -1.49457 -4.04143 -0.82630
H -1.89965 -3.18674 -0.91707
H -0.68180 -3.71924 -0.44619
```

Computed properties:
- Net charge: 0
- SMILES: C=C(C)CCC.O
- HOMO level: -9.5 eV
- Lowest unoccupied orbital energy: 0.8 eV
- Kohn-Sham gap: 0.3788 Ha

## C
C6H14O | the ωB97M-V functional and the def2-TZVPD basis

```
21
C6H14O the ωB97M-V functional and the def2-TZVPD basis
C -2.67372 -0.02359 0.08993
C -1.27836 0.42741 0.62270
C -0.26721 -0.73819 1.01866
C 0.98939 -0.31926 0.25455
C 1.66686 0.92591 0.47962
C 1.72287 -1.35755 -0.63160
H -2.56458 -0.02748 -1.06033
H -3.36818 0.78567 0.22285
H -3.07959 -0.95543 0.44338
H -0.73271 0.79921 -0.29017
H -1.24553 1.11480 1.45142
H 0.03971 -0.80269 2.06915
H -0.66728 -1.74274 0.67918
H 2.61268 1.05128 -0.08009
H 1.86849 1.12176 1.54694
H 1.10527 -2.23539 -0.86238
H 1.79632 -0.73736 -1.55818
H 2.74359 -1.70591 -0.40799
H 0.71244 1.00344 -0.38470
H 0.70656 1.77798 -2.06180
O -0.08703 1.63813 -1.54114
```

Computed properties:
- Net charge: 0
- HOMO level: -8.5 eV
- Lowest unoccupied orbital energy: -0.5 eV
- Kohn-Sham gap: 0.2926 Ha

Energy ordering: A at the bottom, the next structure 0.0342 hartree above.

## A
C6H14O | the ωB97M-V functional and the def2-TZVPD basis

```
21
C6H14O the ωB97M-V functional and the def2-TZVPD basis
C 1.09639 1.70472 -0.19418
C 1.12906 0.18650 -0.37348
C 1.86467 -0.19997 -1.66028
C -0.27867 -0.42906 -0.38297
C -1.16305 -0.12842 0.83352
C -2.27515 -1.17005 0.97576
O -0.33431 -0.14037 1.99200
H 2.10758 2.13025 -0.21651
H 0.64717 1.96724 0.76851
H 0.51522 2.18288 -0.99480
H 1.67069 -0.24493 0.47878
H 2.88493 0.20107 -1.67320
H 1.34393 0.19013 -2.54563
H 1.93370 -1.28884 -1.77012
H -0.18043 -1.51905 -0.48578
H -0.81556 -0.08114 -1.27775
H -1.61524 0.87345 0.71425
H -1.81940 -2.13751 1.21633
H -2.86338 -1.28483 0.05626
H -2.96330 -0.90850 1.79037
H -0.88486 0.09644 2.74892
```

Computed properties:
- Net charge: 0
- SMILES: CC(C)C[C@@H](C)O
- HOMO level: -10.3 eV
- Lowest unoccupied orbital energy: 0.9 eV
- Kohn-Sham gap: 0.4117 Ha

## B
C6H14O | the ωB97M-V functional and the def2-TZVPD basis

```
21
C6H14O the ωB97M-V functional and the def2-TZVPD basis
C 0.21126 -2.00512 -1.62062
C -0.60674 -1.41943 -0.75436
C -1.05466 0.01044 -0.84614
C -0.81536 0.78002 0.44741
C -1.33764 2.20086 0.36065
O -1.08317 2.83157 1.60044
H 0.61658 -1.45650 -2.46881
H 0.49847 -3.04751 -1.52464
H -0.99933 -1.99172 0.09000
H -2.12901 0.03053 -1.07508
H -0.53740 0.52116 -1.66769
H -1.31503 0.26331 1.27557
H 0.25523 0.81241 0.67439
H -0.83976 2.74310 -0.46172
H -2.41615 2.18089 0.13508
H -1.40696 3.73516 1.52776
C 2.79335 -1.06589 0.70077
H 3.63215 -1.75304 0.53701
H 2.44175 -1.18020 1.72711
H 3.14253 -0.03994 0.53497
H 1.95593 -1.28510 0.04395
```

Computed properties:
- Net charge: 0
- SMILES: C=CCCCO.C
- HOMO level: -9.7 eV
- Lowest unoccupied orbital energy: 1.0 eV
- Kohn-Sham gap: 0.3900 Ha

## C
C6H14O | the ωB97M-V functional and the def2-TZVPD basis

```
21
C6H14O the ωB97M-V functional and the def2-TZVPD basis
C 0.86825 -2.16998 0.96972
C 0.09420 -0.94667 0.55728
C 0.31195 -0.27598 -0.60506
C 1.73138 0.04420 -1.31326
C -0.85511 0.26400 -1.34159
C -0.64716 1.44068 -2.30662
H 0.40531 -2.72629 1.76213
H 0.85452 -2.84220 0.04366
H 1.84171 -1.92226 1.37784
H -0.82169 -0.69610 1.27263
H 2.38196 0.97888 -1.24512
H 1.28358 0.01919 -2.28522
H 2.57247 -0.71064 -1.15521
H -1.60804 0.42986 -0.61507
H -1.58542 -0.40264 -2.01103
H -0.13324 2.17460 -1.70716
H -1.61855 1.86678 -2.69624
H -0.06536 1.12480 -3.18608
O -1.32069 1.31415 3.36958
H -0.31816 1.37375 3.65796
H -1.64452 0.68160 4.06741
```

Computed properties:
- Net charge: 0
- SMILES: C/C=C(\C)CC.O
- HOMO level: -7.9 eV
- Lowest unoccupied orbital energy: 0.7 eV
- Kohn-Sham gap: 0.3177 Ha

Energy ordering: A at the bottom, the next structure 0.0412 hartree above.

## A
C6H14O | the ωB97M-V functional and the def2-TZVPD basis

```
21
C6H14O the ωB97M-V functional and the def2-TZVPD basis
C 0.00000 0.00000 0.00000
C 0.59068 -1.36930 0.50436
C 0.21827 -1.62651 1.99858
C -0.77162 -2.76842 1.96019
C -0.47837 -3.55342 0.65333
C 0.17819 -2.56238 -0.37021
H 0.02798 -0.06958 -1.10045
H 0.59466 0.87486 0.31244
H -1.04539 0.15404 0.31630
H 1.69557 -1.33237 0.41643
H 0.98245 -1.97777 2.71836
H -0.28213 -0.74454 2.44262
H -1.78154 -2.31881 1.90223
H -0.73698 -3.40238 2.86703
H -1.32190 -4.01950 0.10865
H 0.24730 -4.35290 0.89764
H -0.59384 -2.31662 -1.12453
H 1.00332 -3.08514 -0.89110
O -1.31814 2.74843 3.60949
H -0.75099 2.90865 4.39748
H -2.04802 2.17784 3.94110
```

Computed properties:
- Net charge: 0
- SMILES: CC1CCCC1.O
- HOMO level: -10.6 eV
- Lowest unoccupied orbital energy: 0.8 eV
- Kohn-Sham gap: 0.4182 Ha

## B
C6H14O | the ωB97M-V functional and the def2-TZVPD basis

```
21
C6H14O the ωB97M-V functional and the def2-TZVPD basis
C -0.91627 -1.03152 -0.76153
C -1.90533 -0.44290 0.23866
C -1.59828 1.02312 0.54762
C -0.15080 1.27533 1.02661
C 1.04166 0.86201 0.11725
O 1.56582 -0.47134 0.40172
C 2.39208 -1.06587 -0.59321
H -1.14215 -2.06342 -1.02418
H 0.07402 -1.06549 -0.30042
H -0.88444 -0.43087 -1.68253
H -2.93404 -0.53350 -0.13282
H -1.85279 -1.01669 1.17421
H -1.81876 1.64157 -0.33665
H -2.29065 1.38308 1.32676
H -0.00707 0.80442 2.00575
H -0.05892 2.35972 1.19547
H 0.74172 1.00103 -0.93777
H 1.87806 1.53013 0.31424
H 1.92518 -1.05648 -1.59181
H 2.56626 -2.12212 -0.33498
H 3.37472 -0.58023 -0.65239
```

Computed properties:
- Net charge: 0
- SMILES: CCCCCOC
- HOMO level: -9.7 eV
- Lowest unoccupied orbital energy: 1.1 eV
- Kohn-Sham gap: 0.3967 Ha

Energy ordering: A at the bottom, the next structure 0.0230 hartree above.

## A
C4H17NO3 | the ωB97M-V functional and the def2-TZVPD basis

```
25
C4H17NO3 the ωB97M-V functional and the def2-TZVPD basis
C -2.17924 0.25902 -1.78650
N -1.23459 0.69752 -0.78221
C 0.17246 0.21535 -0.92508
C 0.89212 0.97342 -2.05217
C 0.21196 -1.29814 -1.01804
H -2.23750 0.73509 -2.76916
H -3.18792 0.35326 -1.35664
H -2.24361 -0.81264 -1.98382
H -1.27772 1.70224 -0.70636
H 0.67620 0.47842 -0.00062
H 0.95740 0.34948 -2.94234
H 1.94228 1.05170 -1.75966
H 0.48592 1.96139 -2.24001
H 1.02544 -1.65080 -1.65152
H -0.72102 -1.81737 -1.21617
H 0.42708 -1.77963 -0.05560
O 0.64150 0.52337 2.32936
H 0.62328 1.47687 2.41933
H -0.19818 0.10372 2.01085
O -1.56525 -0.69239 1.62326
H -1.87682 -0.55326 0.69897
H -2.34209 -0.26474 2.01662
O 2.95731 -0.74486 1.81377
H 3.13525 0.19295 1.72058
H 2.37465 -0.81261 2.57400
```

Computed properties:
- Net charge: 0
- SMILES: CNC(C)C.O.O.O
- HOMO level: -9.0 eV
- Lowest unoccupied orbital energy: 0.6 eV
- Kohn-Sham gap: 0.3546 Ha

## B
C4H17NO3 | the ωB97M-V functional and the def2-TZVPD basis

```
25
C4H17NO3 the ωB97M-V functional and the def2-TZVPD basis
C 1.25991 -0.99912 0.09500
N -0.09968 -1.31843 0.46098
C -0.71486 0.74386 1.73600
C -0.88147 -0.07952 0.49801
C -0.77505 0.75394 -0.85151
H 1.74594 -0.17446 0.68101
H 1.81512 -1.98326 0.03339
H 1.39859 -0.54576 -0.92374
H -3.35571 -1.65426 -1.12126
H 0.29385 1.10526 1.89521
H -1.25185 1.69280 1.66607
H -1.11890 0.18637 2.58594
H -1.86759 -0.52537 0.46185
H -1.64626 1.36389 -0.75567
H 0.10411 1.38354 -0.94255
H -0.87392 0.18298 -1.75863
H -1.21882 -3.13605 -1.90458
H 3.01799 2.11691 -1.25267
O 2.19860 1.62260 -1.13182
H -0.48269 -2.02113 -0.22202
H -3.53457 -2.05141 -0.48827
O -1.05940 -2.19677 -1.72047
H 2.12195 1.70617 -0.05624
H 2.80006 2.21598 1.67090
O 2.12464 1.61122 1.34507
```

Computed properties:
- Net charge: 0
- HOMO level: -9.1 eV
- Lowest unoccupied orbital energy: -5.0 eV
- Kohn-Sham gap: 0.1538 Ha

Energy ordering: A at the bottom, the next structure 0.2962 hartree above.

## A
C4H17NO3 | the ωB97M-V functional and the def2-TZVPD basis

```
25
C4H17NO3 the ωB97M-V functional and the def2-TZVPD basis
C -2.26099 1.34646 -2.26199
C -1.91235 -0.00591 -1.68985
N -0.89123 0.13625 -0.61753
C -0.83638 -1.17449 0.06719
C 0.40240 0.24769 -1.37868
H -3.01014 1.92404 -1.68827
H -1.43985 2.13626 -2.26942
H -2.72765 1.27286 -3.24215
H -1.69573 -0.69088 -2.53235
H -2.81133 -0.61730 -1.21217
H -0.82619 -1.94710 -0.70106
H -1.70985 -1.27105 0.73361
H 0.13467 -1.22611 0.54831
H 0.43141 -0.62220 -2.07439
H 0.37073 1.06866 -2.07031
H 1.23687 0.20730 -0.69663
O 1.59766 -3.57044 -0.41412
H 1.75535 -4.52231 -0.35293
H 2.31708 -3.24966 0.15390
O 1.11847 1.12279 4.46500
H 0.19159 1.30877 4.29928
H 1.60959 1.69720 3.86528
O 1.91432 2.00595 1.12232
H 1.87408 2.97078 1.20048
H 1.18559 1.75429 0.54160
```

Computed properties:
- Net charge: 0
- SMILES: CCN(C)C.O.O.O
- HOMO level: -9.1 eV
- Lowest unoccupied orbital energy: 0.7 eV
- Kohn-Sham gap: 0.3606 Ha

## B
C4H17NO3 | the ωB97M-V functional and the def2-TZVPD basis

```
25
C4H17NO3 the ωB97M-V functional and the def2-TZVPD basis
C 2.29579 -0.07882 -0.76659
N 0.93833 -0.48014 -1.10326
C 0.16663 0.48069 -1.86820
C 0.74094 0.72429 -3.32920
C -0.09764 1.83274 -1.18798
H 3.06204 -0.78149 -1.11696
H 2.36955 0.23175 0.26869
H 2.66665 0.74158 -1.39120
H 0.78697 -1.47009 -1.24177
H -0.84680 0.05392 -1.93154
H 0.02866 0.15459 -3.92068
H 1.75439 0.34117 -3.32275
H 0.89136 1.78683 -3.51884
H -0.37123 2.63298 -1.87936
H 0.81513 2.12873 -0.66079
H -0.82259 1.93231 -0.37742
O -1.43450 2.20751 2.19078
H -1.18223 1.35822 2.57832
H -2.34229 2.25131 2.55481
O -0.74673 -0.43968 1.95340
H -0.78033 -1.35692 2.27290
H -0.34110 -0.28658 1.09004
O -1.41598 -3.70820 2.90770
H -1.32200 -3.33919 2.03795
H -1.06137 -4.61948 2.85384
```

Computed properties:
- Net charge: 0
- SMILES: CNC(C)C.O.O.O
- HOMO level: -8.7 eV
- Lowest unoccupied orbital energy: 0.4 eV
- Kohn-Sham gap: 0.3350 Ha

Energy ordering: B at the bottom, the next structure 0.0072 hartree above.